{"formula": "C24H29N2O", "method": "wB97M-V/def2-TZVPD", "species": ["C", "C", "C", "C", "N", "C", "C", "O", "C", "C", "C", "C", "H", "H", "H", "H", "H", "H", "H", "H", "H", "H", "H", "H", "H", "H", "H", "H", "H", "C", "C", "N", "C", "C", "C", "C", "C", "C", "C", "C", "C", "C", "C", "C", "H", "H", "H", "H", "H", "H", "H", "H", "H", "H", "H", "H"], "positions_angstrom": [[-3.74387, -0.58875, 2.55399], [-3.10285, -1.88680, 3.03397], [-1.56392, -1.91343, 2.97215], [-0.86514, -0.56560, 3.05210], [0.50419, -0.59610, 3.13036], [1.18426, -1.88258, 3.00633], [2.70134, -1.78750, 3.14072], [3.23880, -0.59101, 2.57288], [2.72499, 0.56076, 3.23548], [1.20816, 0.68287, 3.13029], [-1.57070, 0.61705, 3.04240], [-3.05465, 0.65883, 3.14072], [-3.70555, -0.54572, 1.45516], [-4.80393, -0.58862, 2.83133], [-3.40308, -2.06465, 4.07497], [-3.49675, -2.72464, 2.44366], [-1.22781, -2.58687, 3.77915], [-1.27500, -2.40580, 2.02489], [0.84268, -2.56707, 3.79885], [0.96233, -2.35686, 2.02807], [2.96206, -1.86463, 4.21483], [3.18271, -2.59492, 2.57178], [3.00471, 0.55605, 4.30485], [3.21145, 1.40553, 2.73137], [0.97952, 1.25850, 2.21442], [0.88860, 1.28715, 3.99282], [-1.05964, 1.57893, 3.03295], [-3.45326, 1.54090, 2.62323], [-3.36922, 0.78722, 4.19435], [-1.92401, 3.05374, 0.80836], [-0.61064, 3.35573, 1.39062], [-0.42414, 4.35765, 2.26575], [0.77595, 5.10640, 2.41093], [1.87882, 5.14048, 1.57412], [2.85834, 6.11965, 1.83072], [2.71605, 7.02406, 2.90120], [1.58075, 7.00211, 3.72271], [0.59866, 6.05059, 3.44803], [-0.71754, 5.86151, 3.99046], [-1.35208, 4.83783, 3.23877], [-2.65101, 4.45160, 3.52464], [-3.30380, 5.07029, 4.61344], [-2.66714, 6.07340, 5.36737], [-1.36826, 6.49156, 5.05042], [-1.78332, 2.59264, -0.17934], [-2.43659, 2.29119, 1.40784], [-2.58551, 3.92216, 0.69055], [0.30340, 3.01471, 0.91192], [1.95946, 4.43004, 0.75267], [3.74098, 6.18521, 1.19570], [3.49622, 7.76446, 3.08688], [1.42937, 7.70172, 4.54681], [-3.14329, 3.70109, 2.91341], [-4.31859, 4.77040, 4.87941], [-3.19115, 6.53872, 6.20639], [-0.84398, 7.27614, 5.59754]], "atomic_forces_ev_per_a": [[0.1, 0.2, -0.2], [0.0, 0.1, 0.3], [-0.2, -0.3, -0.2], [-0.9, 1.0, 0.1], [0.4, 0.3, 0.2], [0.3, -0.3, -0.6], [0.3, 0.4, 0.1], [-0.6, 0.0, 0.4], [0.4, -0.6, -0.1], [0.2, -0.3, -0.1], [0.8, -1.0, -0.1], [-0.7, -0.4, 0.1], [0.1, 0.1, 0.2], [0.1, 0.0, -0.1], [0.0, 0.1, -0.2], [0.1, 0.2, 0.2], [0.1, 0.3, -0.3], [0.1, 0.3, 0.4], [0.0, 0.2, -0.3], [0.0, 0.3, 0.4], [0.2, 0.1, -0.4], [-0.2, 0.1, 0.4], [0.1, -0.1, -0.3], [-0.2, -0.1, 0.3], [-0.2, -0.3, 0.1], [-0.2, -0.1, -0.2], [0.1, -0.3, 0.4], [-0.1, -0.1, 0.1], [0.1, 0.0, -0.3], [-0.4, -0.9, -0.3], [0.4, 3.1, 0.7], [-0.6, -2.5, -1.3], [0.9, 1.2, 0.5], [0.2, 0.1, 0.2], [-0.3, -0.1, 0.3], [-0.2, -0.2, -0.1], [-0.1, -0.4, -0.4], [1.0, -0.1, -0.7], [-1.1, -0.5, 0.3], [-0.4, 1.2, 0.9], [-0.2, 0.0, 0.2], [0.5, 0.1, -0.1], [0.0, -0.2, -0.2], [0.0, -0.4, -0.4], [0.1, 0.1, 0.3], [0.0, 0.2, -0.2], [0.4, 0.0, 0.3], [-0.1, -0.1, 0.1], [0.2, 0.3, 0.1], [-0.3, -0.1, 0.2], [-0.2, -0.2, -0.1], [0.2, -0.1, -0.3], [-0.1, 0.1, 0.4], [0.3, 0.1, -0.2], [0.1, -0.2, -0.3], [-0.3, -0.2, 0.0]], "e_lumo_ev": -4.901, "max_force_ev_per_a": 3.2, "e_above_lowest_kcal_mol": 42.0, "charge": 1, "e_homo_ev": -10.046}

{"formula": "C5H12O", "method": "wB97M-V/def2-TZVPD", "species": ["C", "O", "C", "C", "C", "C", "H", "H", "H", "H", "H", "H", "H", "H", "H", "H", "H", "H"], "positions_angstrom": [[2.06096, -0.53526, -0.12839], [1.14637, -0.01312, 0.68642], [-0.09580, -0.31298, 0.80986], [-0.12942, 1.30120, -1.65354], [-0.66107, -1.49967, 0.12200], [-0.91144, 0.56546, 1.69381], [0.70228, 0.66515, -1.37367], [1.89222, -1.51879, -0.54435], [3.04723, -0.13162, 0.03649], [0.03611, 1.64781, -2.67583], [-1.08002, 0.75768, -1.60808], [-0.18462, 2.16070, -0.97595], [-0.29381, -1.60383, -0.91479], [-0.37849, -2.42380, 0.66490], [-1.75960, -1.44260, 0.09841], [-1.35049, -0.00489, 2.52458], [-0.29512, 1.36958, 2.10307], [-1.74529, 1.01897, 1.13505]], "atomic_forces_ev_per_a": [[0.2, -0.4, 0.1], [0.4, 0.2, 0.2], [-0.6, -0.2, -0.1], [-0.5, 0.4, -0.2], [0.0, -0.2, 0.0], [0.0, 0.0, 0.0], [0.1, 0.0, -0.1], [0.0, 0.1, 0.1], [-0.1, 0.0, 0.0], [-0.1, 0.0, 0.1], [0.2, 0.1, -0.1], [0.0, -0.1, -0.2], [-0.1, 0.1, 0.3], [-0.1, 0.2, -0.3], [0.4, 0.0, 0.1], [0.1, 0.1, -0.1], [-0.1, -0.1, 0.0], [0.2, -0.1, 0.1]], "e_lumo_ev": [0.949, 0.963], "max_force_ev_per_a": 0.6, "e_above_lowest_kcal_mol": 82.1, "e_homo_ev": [-7.028, -6.671]}